1.
Computed, not measured: C17H54B2F4N2O11V as an isolated structure at a distorted geometry, with ωB97M-V/def2-TZVPD.

Last column: Mulliken spin population.
CARTESIAN COORDINATES (ANGSTROEM)
V  -2.770  -1.437  0.270  3.503
B  -2.360  -2.514  -1.698  0.089
H  -2.273  -3.109  -2.594  -0.007
H  -1.652  -2.771  -0.925  0.072
H  -2.127  -1.492  -1.954  0.032
H  -3.355  -2.594  -1.288  0.070
B  -0.161  -0.852  0.657  0.065
F  0.801  -0.316  1.467  -0.009
F  -1.132  0.018  0.238  -0.024
F  0.433  -1.299  -0.501  0.049
F  -0.879  -1.825  1.323  -0.040
C  -3.764  -3.012  2.613  0.010
C  -3.132  -1.776  3.360  0.035
O  -3.095  -0.705  2.396  0.178
O  -3.121  -3.336  1.359  -0.156
H  -4.802  -2.739  2.422  0.025
H  -3.802  -3.919  3.217  0.009
H  -2.135  -2.088  3.672  0.006
H  -3.702  -1.368  4.195  -0.005
H  -3.527  0.004  2.879  -0.016
H  -3.104  -4.284  1.207  0.034
C  1.939  -1.872  -5.105  0.000
C  1.627  -2.037  -3.608  0.000
O  0.306  -1.648  -3.070  0.009
O  1.276  -2.777  -5.942  0.000
H  3.004  -2.102  -5.144  0.000
H  1.805  -0.831  -5.399  0.000
H  2.288  -1.354  -3.075  0.000
H  1.766  -3.104  -3.433  0.000
H  0.425  -1.611  -2.118  -0.011
H  0.768  -2.256  -6.568  0.000
C  0.432  -4.755  -0.135  0.000
C  -0.388  -5.429  -1.246  0.006
O  0.228  -5.471  -2.551  0.000
O  1.672  -5.445  0.166  0.000
H  -0.189  -4.687  0.758  -0.001
H  0.609  -3.726  -0.447  0.011
H  -1.354  -4.926  -1.193  0.011
H  -0.571  -6.466  -0.962  -0.001
H  1.126  -5.792  -2.438  0.000
H  2.067  -5.712  -0.667  0.000
C  1.675  1.780  3.803  -0.004
C  1.227  3.194  3.274  -0.001
O  2.062  4.220  3.786  0.000
O  1.740  1.788  5.224  0.000
H  2.613  1.574  3.287  0.000
H  0.854  1.147  3.466  0.004
H  0.219  3.433  3.612  0.001
H  1.230  3.255  2.185  0.001
H  1.967  4.121  4.736  0.000
H  2.660  1.714  5.486  0.000
C  3.590  -2.100  1.218  -0.001
O  3.451  -0.738  1.337  -0.001
H  4.405  -2.406  0.563  0.000
H  3.854  -2.476  2.206  0.000
H  2.640  -2.550  0.929  0.001
H  2.505  -0.578  1.371  0.000
C  2.252  2.403  -0.833  -0.001
C  2.409  1.231  -1.790  -0.001
C  2.512  1.540  -3.326  0.000
O  1.338  2.202  -3.788  0.000
C  1.440  2.599  -5.125  0.000
N  3.593  0.536  -1.360  0.000
H  2.338  2.200  0.235  -0.001
H  1.241  2.794  -0.946  0.000
H  2.923  3.174  -1.211  0.000
H  1.599  0.512  -1.663  0.000
H  2.734  0.665  -3.936  0.000
H  3.344  2.228  -3.479  0.000
H  2.339  3.199  -5.270  0.000
H  0.625  3.304  -5.294  0.000
H  1.511  1.807  -5.871  0.000
H  3.416  0.331  -0.387  0.000
H  4.434  1.085  -1.247  0.000
C  -2.325  3.546  -0.509  0.025
C  -2.688  3.176  0.942  -0.017
C  -2.327  4.310  1.946  0.002
O  -2.725  3.952  3.251  -0.007
C  -2.459  4.960  4.215  0.001
N  -4.154  2.928  0.890  0.022
H  -2.736  4.528  -0.744  -0.002
H  -2.694  2.776  -1.187  0.008
H  -1.238  3.477  -0.502  -0.009
H  -2.154  2.259  1.191  0.004
H  -3.061  5.104  1.812  0.004
H  -1.319  4.722  1.893  0.000
H  -3.036  5.837  3.921  0.000
H  -1.414  5.251  4.316  0.000
H  -2.889  4.710  5.185  0.000
H  -4.439  2.551  1.783  -0.015
H  -4.261  2.141  0.267  0.045

Summary:
E_tot = -81917.2624 eV
Spin multiplicity = 5
LUMO level (alpha / beta) = 2.2 / 2.2 eV
⟨S²⟩ = 6.0031
Highest occupied orbital energy (alpha / beta) = -1.7 / -6.3 eV
Total charge = -1
Orbital gap (alpha / beta) = 3.89 / 8.48 eV

=====

2.
Computed, not measured: C17H54F3O15Y as an isolated structure at a distorted geometry, with ωB97M-V/def2-TZVPD.

Last column: Mulliken spin population.
CARTESIAN COORDINATES (ANGSTROEM)
Y  2.600  -1.012  -3.730  0.001
O  3.934  0.938  -3.115  0.000
C  4.164  1.376  -1.783  -0.008
C  5.704  1.336  -1.387  -0.014
O  6.516  2.025  -2.327  0.924
H  3.594  0.704  -1.143  0.011
H  3.733  2.375  -1.714  0.004
H  6.008  0.294  -1.296  0.050
H  5.806  1.677  -0.357  0.030
C  -0.188  0.505  -1.864  0.000
O  -0.108  -0.199  -0.621  0.001
O  0.653  -0.198  -2.696  0.000
C  -1.658  0.778  -2.187  0.000
F  -2.443  1.167  -1.209  0.000
F  -1.796  1.711  -3.191  0.000
F  -2.317  -0.285  -2.700  0.000
C  0.487  0.588  0.425  0.001
C  0.170  -0.071  1.806  0.000
H  0.443  -1.126  1.818  0.000
H  0.715  0.463  2.584  0.000
H  -0.892  -0.080  2.054  0.000
H  0.247  1.635  0.613  0.000
H  1.559  0.464  0.268  -0.001
H  0.218  1.516  -1.833  0.000
C  1.330  -1.331  4.805  0.000
O  1.435  -1.398  6.221  0.000
H  1.382  -0.280  4.521  0.000
H  2.298  -1.684  4.449  0.000
H  0.434  -1.859  4.478  0.000
H  0.981  -0.637  6.591  0.000
C  4.342  -0.520  1.987  0.001
O  4.009  -1.499  1.061  0.001
H  3.733  -0.698  2.873  0.000
H  5.389  -0.526  2.291  0.000
H  4.060  0.501  1.727  -0.001
H  3.962  -2.392  1.412  0.000
C  -2.776  4.131  -0.775  0.000
O  -2.104  5.346  -1.084  0.000
H  -3.797  4.358  -0.467  0.000
H  -2.944  3.441  -1.602  0.000
H  -2.172  3.561  -0.068  0.000
H  -2.185  5.827  -0.257  0.000
C  -2.764  -2.345  -4.902  0.000
O  -3.596  -2.561  -3.745  0.000
H  -1.719  -2.269  -4.602  0.000
H  -2.807  -3.090  -5.696  0.000
H  -3.055  -1.407  -5.374  0.000
H  -3.941  -1.701  -3.494  0.000
C  -2.665  4.162  3.034  0.000
O  -1.917  2.980  2.901  0.000
H  -2.250  4.733  3.864  0.000
H  -2.595  4.798  2.152  0.000
H  -3.715  3.952  3.238  0.000
H  -0.973  3.141  2.839  0.000
C  -1.210  -3.010  -1.163  0.000
O  0.144  -2.866  -0.782  0.000
H  -1.748  -2.151  -0.761  0.000
H  -1.345  -3.009  -2.244  0.000
H  -1.575  -3.925  -0.696  0.000
H  0.409  -2.015  -1.138  0.000
C  2.235  3.490  2.236  0.000
O  0.879  3.564  2.527  0.000
H  2.693  2.595  2.657  0.000
H  2.439  3.377  1.171  0.000
H  2.791  4.376  2.541  0.000
H  0.721  4.511  2.521  0.000
C  -5.364  1.089  -3.044  0.000
O  -4.659  0.135  -3.838  0.000
H  -5.770  0.809  -2.072  0.000
H  -4.662  1.893  -2.822  0.000
H  -6.182  1.552  -3.596  0.000
H  -4.099  0.682  -4.394  0.000
C  -3.831  -0.949  0.893  0.000
O  -3.024  -2.017  1.363  0.000
H  -4.750  -0.997  1.477  0.000
H  -3.337  -0.022  1.187  0.000
H  -4.001  -1.076  -0.176  0.000
H  -2.152  -1.845  1.000  0.000
C  0.316  -4.686  1.994  0.000
O  1.113  -3.603  1.575  0.000
H  0.559  -5.603  1.457  0.000
H  0.440  -4.931  3.048  0.000
H  -0.756  -4.516  1.887  0.000
H  1.016  -3.568  0.621  0.000
C  3.381  -3.430  -1.439  0.001
O  3.100  -2.076  -1.632  0.002
H  2.453  -3.950  -1.200  0.000
H  3.744  -3.865  -2.370  0.000
H  4.243  -3.612  -0.798  0.000
H  3.263  -1.666  -0.779  -0.001

Summary:
E_tot = -58397.4576 eV
Spin multiplicity = 2
LUMO level = -6.0 eV
⟨S²⟩ = 0.7538
Highest occupied orbital energy = -11.9 eV
Total charge = +1
Orbital gap = 5.89 eV